# 1
The following is a quantum chemistry calculation of a structure of composition C61H54N3OP2PbS3, from the OMol25 dataset.

```
125
Properties=species:S:1:pos:R:3:mulliken_charge:R:1
Pb 0.37 -0.98 0.29 1.605
C 1.62 -6.80 -0.28 -0.815
S 2.40 -5.62 -1.41 -0.040
C 1.73 -4.08 -0.78 0.198
S 0.95 -3.05 -1.98 -0.306
N 1.78 -3.94 0.49 -1.376
N 1.20 -2.90 1.11 1.194
C 1.20 -3.04 2.50 -1.556
C 0.66 -2.06 3.27 0.838
C 0.63 -2.08 4.71 -1.026
C 0.08 -1.06 5.41 -0.476
C -0.48 0.07 4.71 -1.069
C -0.42 0.05 3.35 -0.490
N 0.12 -0.95 2.61 0.250
H 2.08 -7.77 -0.47 0.333
H 0.55 -6.87 -0.45 0.231
H 1.81 -6.51 0.75 0.235
H 1.64 -3.94 2.90 0.314
H 1.05 -2.94 5.22 0.407
H 0.06 -1.09 6.49 0.359
H -0.94 0.90 5.23 0.521
H -0.83 0.88 2.77 0.888
O -1.38 2.34 -0.78 -0.769
S -0.45 1.61 -1.69 1.681
C 0.38 2.91 -2.63 -0.807
C -0.38 3.57 -3.57 0.359
C 0.14 4.53 -4.45 -1.344
C 1.48 4.78 -4.39 0.323
C 2.37 5.66 -5.24 -0.873
C 3.76 5.61 -4.55 -0.879
C 3.59 4.62 -3.42 0.163
C 4.47 4.18 -2.48 -1.125
C 3.98 3.32 -1.48 0.317
C 2.68 2.85 -1.41 -0.452
P 2.19 1.83 0.05 2.097
C 1.64 3.12 1.22 0.480
C 1.44 2.72 2.54 -0.698
C 0.90 3.60 3.47 -0.674
C 0.54 4.88 3.08 -0.654
C 0.72 5.28 1.77 -0.800
C 1.27 4.41 0.84 -0.501
C 3.75 1.27 0.81 -0.064
C 4.55 2.07 1.62 -0.037
C 5.68 1.55 2.23 -0.779
C 6.00 0.21 2.06 -0.689
C 5.20 -0.60 1.27 -1.166
C 4.07 -0.08 0.65 0.508
C 1.76 3.24 -2.44 -1.168
C 2.25 4.17 -3.38 0.952
C -1.44 0.89 -3.02 -0.347
C -0.80 0.65 -4.21 0.342
C -1.48 0.27 -5.39 -1.188
C -2.84 0.23 -5.34 0.315
C -3.88 -0.03 -6.41 -0.862
C -5.24 0.11 -5.69 -0.719
C -4.89 0.34 -4.24 0.327
C -5.67 0.45 -3.12 -1.340
C -5.02 0.52 -1.87 0.403
C -3.65 0.58 -1.71 0.033
P -2.93 0.09 -0.08 1.403
C -3.83 -1.48 0.16 0.925
C -5.08 -1.62 0.77 -0.154
C -5.67 -2.87 0.89 -0.762
C -5.02 -4.00 0.40 -0.513
C -3.78 -3.87 -0.20 -0.745
C -3.19 -2.62 -0.32 -0.617
C -3.71 1.24 1.09 0.270
C -3.83 0.87 2.43 -0.442
C -4.27 1.77 3.38 -0.813
C -4.60 3.07 3.01 -0.629
C -4.46 3.46 1.68 -0.723
C -4.02 2.55 0.73 -0.730
C -2.83 0.65 -2.88 -2.068
C -3.49 0.43 -4.11 1.110
H -1.43 3.32 -3.64 0.567
H -0.50 5.01 -5.18 0.444
H 1.98 6.67 -5.31 0.326
H 2.42 5.26 -6.26 0.266
H 4.03 6.59 -4.16 0.249
H 4.55 5.31 -5.24 0.312
H 5.50 4.49 -2.46 0.450
H 4.67 3.01 -0.71 0.354
H 1.69 1.71 2.85 0.610
H 0.74 3.26 4.48 0.435
H 0.11 5.57 3.81 0.369
H 0.43 6.28 1.45 0.414
H 1.40 4.74 -0.18 0.348
H 4.28 3.11 1.78 0.493
H 6.29 2.19 2.86 0.410
H 6.88 -0.20 2.55 0.381
H 5.44 -1.65 1.15 0.490
H 3.43 -0.72 0.04 0.236
H 0.27 0.80 -4.27 0.465
H -0.92 0.08 -6.29 0.498
H -3.74 -1.02 -6.84 0.273
H -3.78 0.68 -7.24 0.280
H -5.85 -0.79 -5.81 0.279
H -5.83 0.94 -6.09 0.265
H -6.75 0.41 -3.17 0.432
H -5.63 0.47 -0.98 0.352
H -5.59 -0.75 1.16 0.345
H -6.64 -2.96 1.37 0.411
H -5.48 -4.97 0.51 0.367
H -3.26 -4.74 -0.58 0.467
H -2.21 -2.55 -0.79 0.280
H -3.54 -0.13 2.75 0.525
H -4.34 1.47 4.42 0.437
H -4.94 3.78 3.75 0.385
H -4.69 4.47 1.39 0.424
H -3.88 2.87 -0.29 0.212
C 3.69 -0.09 -2.91 -1.512
C 3.04 -1.48 -2.92 2.443
C 4.10 -2.51 -2.53 -2.011
C 2.61 -1.76 -4.37 -1.898
C 1.85 -1.48 -1.93 0.391
H 4.55 -0.06 -3.59 0.608
H 4.04 0.19 -1.92 -0.006
H 2.98 0.67 -3.24 0.005
H 4.98 -2.43 -3.18 0.552
H 3.72 -3.52 -2.60 0.328
H 4.43 -2.35 -1.49 0.150
H 3.46 -1.81 -5.05 0.483
H 1.94 -0.97 -4.72 0.169
H 2.07 -2.71 -4.43 0.387
H 1.10 -0.79 -2.33 -1.037
```

Properties
charge = -1
F_max = 0.55 eV/Å
orbital gap = 4.234 eV
2S+1 = 1
energy relative to the best compared isomer or geometry (same formula, charge and spin) = 0.9176 eV
electronic energy = -126981.696 eV



# 2
The following is a quantum chemistry calculation of a structure of composition C61H73BF4Ge2N10PRb, from the OMol25 dataset.

```
153
Properties=species:S:1:pos:R:3:mulliken_charge:R:1
Rb 0.34 0.07 -0.11 1.070
C 0.08 4.43 -4.10 -1.802
C -0.17 3.94 -2.67 0.608
C -1.49 3.16 -2.65 -1.792
P 1.17 2.85 -1.83 0.537
C 1.82 4.18 -0.65 0.864
C 2.32 5.50 -1.23 -1.811
C 2.91 3.55 0.20 -1.537
C 2.59 2.62 -2.97 0.052
C 3.15 3.59 -3.79 -0.139
C 4.27 3.35 -4.57 0.300
C 4.83 4.42 -5.47 -1.641
C 4.87 2.10 -4.50 -1.048
C 4.36 1.12 -3.69 -0.670
C 3.20 1.33 -2.89 -0.608
N 2.65 0.36 -2.17 1.228
C 3.32 -0.77 -1.77 -1.195
C 2.79 -2.04 -2.09 0.799
C 1.67 -2.12 -3.07 -0.719
C 3.33 -3.19 -1.53 -0.721
C 4.42 -3.14 -0.67 0.304
C 5.00 -4.39 -0.08 -1.774
C 4.98 -1.90 -0.41 -0.605
C 4.47 -0.73 -0.94 1.580
C 5.11 0.58 -0.59 -1.481
H -0.86 4.78 -4.53 0.503
H 0.46 3.62 -4.72 0.288
H 0.78 5.26 -4.12 0.321
H -0.29 4.80 -2.01 0.689
H -1.50 2.42 -3.44 0.541
H -2.33 3.84 -2.81 0.595
H -1.63 2.65 -1.69 0.026
H 0.96 4.39 0.00 0.105
H 3.25 5.35 -1.77 0.344
H 2.49 6.20 -0.42 0.447
H 1.60 5.96 -1.91 0.392
H 3.81 3.43 -0.40 0.507
H 2.57 2.58 0.55 -0.068
H 3.12 4.16 1.07 0.636
H 2.70 4.57 -3.83 0.110
H 4.45 5.40 -5.19 0.359
H 4.54 4.24 -6.51 0.271
H 5.92 4.44 -5.43 0.383
H 5.76 1.89 -5.09 0.323
H 4.82 0.14 -3.66 0.516
H 1.90 -1.51 -3.95 0.413
H 0.76 -1.72 -2.62 -0.541
H 1.49 -3.14 -3.39 0.465
H 2.89 -4.15 -1.78 0.232
H 4.26 -5.20 -0.08 0.324
H 5.33 -4.23 0.94 0.256
H 5.86 -4.73 -0.67 0.365
H 5.84 -1.84 0.24 0.345
H 5.80 0.46 0.25 0.468
H 4.35 1.31 -0.33 -0.153
H 5.67 0.98 -1.44 0.457
C -3.45 4.75 1.07 -1.531
C -2.14 4.04 1.38 0.525
Ge -2.38 2.18 2.15 0.651
C -3.63 1.25 0.81 0.565
C -4.99 0.90 1.39 -1.530
C -3.35 2.24 3.89 -0.453
C -2.71 1.45 4.76 -0.389
Ge -1.19 0.60 3.69 0.288
C 0.67 0.35 4.48 0.987
C 0.71 0.21 5.99 -1.603
C -1.79 -1.23 3.00 0.274
C -1.65 -2.40 3.95 -1.283
C -3.08 1.27 6.15 0.283
C -2.76 0.09 6.82 0.457
C -3.13 -0.11 8.13 -0.974
C -3.83 0.87 8.82 -0.354
C -4.14 2.05 8.18 -0.725
C -3.77 2.26 6.86 -0.599
H -3.26 5.74 0.67 0.420
H -4.04 4.85 1.98 0.385
H -4.04 4.20 0.34 0.269
H -1.57 4.61 2.09 0.468
H -1.54 3.95 0.48 -0.570
H -3.14 0.33 0.47 -0.510
H -3.76 1.88 -0.06 0.359
H -4.89 0.27 2.27 0.299
H -5.60 0.37 0.65 0.358
H -5.52 1.80 1.68 0.390
H -4.25 2.78 4.17 0.287
H 1.27 1.20 4.17 0.134
H 1.09 -0.53 4.00 -0.608
H 0.23 1.06 6.46 0.373
H 1.75 0.17 6.33 0.382
H 0.22 -0.70 6.32 0.282
H -1.19 -1.43 2.11 -0.146
H -2.82 -1.14 2.68 0.149
H -0.64 -2.45 4.35 0.254
H -1.84 -3.35 3.43 0.384
H -2.35 -2.33 4.78 0.400
H -2.22 -0.67 6.27 0.106
H -2.87 -1.04 8.63 0.387
H -4.12 0.71 9.85 0.365
H -4.68 2.83 8.71 0.357
H -4.00 3.20 6.38 0.381
N -5.31 -2.04 -1.53 0.128
C -4.29 -2.02 -0.64 -0.573
N -3.23 -1.49 -1.18 0.346
C -3.63 -1.17 -2.45 -0.042
N -4.90 -1.50 -2.69 -0.866
C -2.75 -0.59 -3.44 0.579
C -3.21 -0.31 -4.73 -0.429
N -2.43 0.20 -5.66 -0.735
C -1.16 0.44 -5.31 -0.501
C -0.70 0.18 -4.02 -0.625
N -1.48 -0.34 -3.09 1.031
H -6.25 -2.38 -1.43 0.183
H -4.36 -2.39 0.36 0.631
H -4.24 -0.50 -5.00 0.538
H -0.52 0.86 -6.07 0.510
H 0.31 0.42 -3.72 0.097
N -5.60 -7.60 -6.40 -0.583
C -4.86 -7.12 -5.65 0.102
C -3.96 -6.58 -4.73 0.404
C -2.98 -7.39 -4.13 -0.894
C -2.12 -6.87 -3.20 -0.699
C -2.19 -5.52 -2.83 0.581
C -3.14 -4.70 -3.46 0.218
C -4.01 -5.21 -4.39 -0.874
N -1.35 -5.00 -1.85 0.361
C -0.71 -5.71 -0.86 -0.735
C -0.04 -4.79 -0.10 -0.826
N -0.24 -3.54 -0.60 0.430
C -1.02 -3.69 -1.63 -0.674
H -2.92 -8.43 -4.41 0.459
H -1.36 -7.51 -2.76 0.399
H -3.20 -3.65 -3.20 0.380
H -4.74 -4.57 -4.86 0.487
H -0.80 -6.77 -0.75 0.397
H 0.58 -4.96 0.76 0.633
H -1.35 -2.89 -2.25 0.469
F 0.50 2.85 2.07 0.456
B 0.69 3.62 3.23 -0.490
F -0.32 3.22 4.13 -0.165
F 0.55 4.96 2.95 -0.378
F 1.93 3.38 3.76 -0.378
N 6.40 -3.49 4.32 -0.764
C 5.49 -3.02 3.80 0.063
C 4.37 -2.45 3.18 0.490
C 4.36 -1.09 2.87 -0.705
C 3.25 -0.53 2.27 0.359
C 2.13 -1.29 1.97 -0.593
C 2.15 -2.64 2.30 -0.448
C 3.25 -3.23 2.89 -0.430
H 5.23 -0.48 3.12 0.434
H 3.26 0.54 2.06 0.209
H 1.27 -3.25 2.10 -0.017
H 3.25 -4.29 3.14 0.393
```

Properties
charge = -2
F_max = 2.17 eV/Å
orbital gap = 4.228 eV
2S+1 = 1
energy relative to the best compared isomer or geometry (same formula, charge and spin) = 2.6002 eV
electronic energy = -213872.147 eV



# 3
The following is a quantum chemistry calculation of a structure of composition C61H73BFNNbO2, from the OMol25 dataset.

```
140
Properties=species:S:1:pos:R:3:mulliken_charge:R:1
C 1.75 -5.82 1.05 -1.022
C 1.11 -4.54 0.50 0.020
F 1.69 -4.15 -0.73 -0.327
Nb 1.09 -2.74 1.91 -1.077
C 1.23 -1.28 0.16 -1.036
C 0.92 0.10 0.63 1.015
C 0.06 1.01 -0.43 -1.478
O -0.39 0.36 0.93 -0.444
B 3.43 -2.60 2.08 1.195
O 4.19 -3.43 1.27 -0.568
N 4.24 -1.69 2.93 -0.137
C 4.59 -0.46 2.23 -0.647
C 3.68 -1.45 4.26 -1.168
H 1.52 -6.63 0.34 0.307
H 2.84 -5.78 1.13 0.289
H 1.36 -6.14 2.02 0.227
H 0.06 -4.78 0.29 0.359
H -0.76 -2.64 1.75 -0.004
H 0.99 -3.85 3.38 0.025
H 1.00 -1.29 3.06 -0.089
H 2.26 -1.21 -0.23 0.021
H 0.50 -1.47 -0.62 0.439
H 1.69 0.62 1.20 0.750
H -0.74 1.74 -0.22 0.461
H 0.86 1.82 -0.28 0.133
H 5.12 -3.29 1.50 0.328
H 5.53 -0.65 1.68 0.218
H 3.87 -0.19 1.44 -0.196
H 4.75 0.39 2.89 0.446
H 4.51 -1.49 4.99 0.295
H 3.26 -0.44 4.34 0.325
H 2.97 -2.21 4.57 0.303
C 6.36 -1.83 -2.71 -0.585
C 6.90 -0.99 -3.67 -0.382
C 6.69 0.38 -3.59 -0.462
C 5.96 0.92 -2.54 -0.638
C 5.43 0.07 -1.58 -0.285
C 5.62 -1.30 -1.66 -0.117
H 6.51 -2.90 -2.77 0.405
H 7.48 -1.41 -4.49 0.359
H 7.11 1.03 -4.35 0.376
H 5.81 1.99 -2.48 0.479
H 4.86 0.49 -0.76 0.428
H 5.19 -1.95 -0.91 0.433
C -0.16 0.21 -4.38 -0.459
C 1.14 0.37 -3.94 -0.295
C 2.16 0.60 -4.85 -0.428
C 1.88 0.67 -6.21 -0.572
C 0.58 0.51 -6.65 -0.426
C -0.44 0.28 -5.74 -0.519
H -0.96 0.03 -3.67 0.431
H 1.35 0.32 -2.88 0.395
H 3.18 0.72 -4.50 0.494
H 2.68 0.85 -6.92 0.442
H 0.36 0.57 -7.71 0.581
H -1.46 0.15 -6.09 0.396
C -1.05 6.51 0.11 -0.353
C -2.40 6.82 -0.02 -0.417
C -3.36 5.90 0.35 -0.219
C -2.99 4.66 0.85 -0.550
C -1.64 4.35 0.98 -0.514
C -0.67 5.27 0.61 -0.470
H -0.29 7.22 -0.19 0.354
H -2.69 7.79 -0.41 0.367
H -4.41 6.14 0.25 0.297
H -3.74 3.94 1.15 0.450
H -1.35 3.38 1.38 0.599
H 0.38 5.02 0.70 0.435
C -1.99 -9.41 3.93 -0.437
C -0.89 -9.96 3.28 -0.509
C -0.49 -9.45 2.05 -0.386
C -1.17 -8.38 1.48 -0.376
C -2.26 -7.83 2.14 -0.427
C -2.67 -8.35 3.36 -0.306
H -2.30 -9.81 4.89 0.546
H -0.35 -10.79 3.72 0.359
H 0.36 -9.88 1.54 0.370
H -0.85 -7.98 0.53 0.420
H -2.79 -7.00 1.70 0.382
H -3.53 -7.92 3.87 0.362
C -7.30 -0.31 0.96 -0.300
C -5.93 -0.15 1.08 -0.585
C -5.32 0.99 0.57 -0.526
C -6.09 1.97 -0.04 -0.502
C -7.46 1.81 -0.16 -0.173
C -8.07 0.66 0.34 -0.476
H -7.78 -1.21 1.35 0.355
H -5.33 -0.91 1.56 0.421
H -4.25 1.12 0.66 0.590
H -5.61 2.87 -0.43 0.440
H -8.06 2.58 -0.64 0.397
H -9.14 0.53 0.24 0.354
C 7.01 5.30 0.08 -0.404
C 5.65 5.58 -0.01 -0.483
C 4.72 4.64 0.39 -0.382
C 5.14 3.41 0.89 -0.276
C 6.49 3.13 0.99 -0.258
C 7.43 4.07 0.58 -0.534
H 7.74 6.03 -0.24 0.365
H 5.32 6.54 -0.40 0.372
H 3.66 4.85 0.32 0.466
H 4.41 2.68 1.21 0.375
H 6.82 2.18 1.38 0.385
H 8.49 3.85 0.64 0.377
C -1.44 -8.60 7.81 -0.318
C -0.37 -8.39 6.95 -0.046
C 0.90 -8.15 7.47 -0.649
C 1.10 -8.14 8.84 -0.300
C 0.03 -8.35 9.70 -0.413
C -1.24 -8.58 9.18 -0.388
H -2.43 -8.78 7.40 0.341
H -0.52 -8.41 5.88 0.342
H 1.73 -7.98 6.80 0.378
H 2.09 -7.95 9.24 0.357
H 0.18 -8.34 10.77 0.345
H -2.08 -8.74 9.85 0.350
C -0.71 3.54 -7.96 -0.093
C 0.67 3.72 -7.88 0.018
C 1.24 4.88 -8.38 -0.568
C 0.44 5.87 -8.94 -0.343
C -0.93 5.69 -9.02 -0.383
C -1.51 4.52 -8.53 -0.498
H -1.16 2.63 -7.57 0.279
H 1.29 2.96 -7.43 0.138
H 2.31 5.02 -8.32 0.361
H 0.89 6.77 -9.33 0.354
H -1.55 6.45 -9.46 0.347
H -2.58 4.38 -8.59 0.358
C -7.36 6.11 -0.39 -0.042
C -7.01 7.38 -0.82 -0.483
C -7.91 8.43 -0.68 -0.366
C -9.16 8.21 -0.11 -0.415
C -9.50 6.94 0.32 -0.380
C -8.61 5.89 0.18 -0.456
H -6.66 5.29 -0.49 0.304
H -6.04 7.56 -1.26 0.411
H -7.64 9.42 -1.02 0.355
H -9.86 9.03 0.00 0.350
H -10.48 6.77 0.77 0.365
H -8.88 4.89 0.51 0.394
```

Properties
charge = -1
F_max = 3.40 eV/Å
orbital gap = 6.563 eV
2S+1 = 1
electronic energy = -74960.389 eV



- Among the records above, which one has the highest F_max?
  C61H73BFNNbO2



- What is the orbital gap in the third record?
  6.563 eV



- The lowest F_max belongs to which entry?
  C61H54N3OP2PbS3